ORCA calculation (the ωB97M-V functional and the def2-TZVPD basis) on a cluster of 2 separate species, C3H10N3O2P in total at a distorted geometry.

Results
energy relative to the best compared isomer or geometry (same formula, charge and spin): 1.815 eV
multiplicity: 3
HOMO-LUMO gap (spin up / spin down): 7.28 / 6.84 eV

Each line ends with the Mulliken charge.
Cartesian coordinates (Å):
N1 -0.654 -0.650 -1.823  -0.567
N2 -1.482 -0.170 1.346  -0.633
H1 -1.654 -0.666 -1.439  0.289
H2 2.797 0.012 0.265  0.053
H3 2.447 -1.354 -1.352  0.083
O1 -1.933 1.820 -0.355  -0.532
H4 -2.037 0.464 1.917  0.249
C1 0.425 -0.623 -0.108  -0.669
C2 -0.259 0.407 0.737  0.423
H5 0.213 -1.581 0.286  0.536
P1 1.973 -0.172 -0.882  -0.147
O2 0.222 2.286 -0.657  -0.457
H6 -2.135 -0.609 0.656  0.224
H7 1.225 0.250 2.205  0.299
N3 0.586 0.980 1.708  -0.477
H8 0.055 1.394 2.405  0.271
H9 -0.543 0.280 -1.991  0.405
C3 -0.774 1.588 -0.219  0.313
H10 1.142 1.859 -0.489  0.336

***

ORCA calculation (the ωB97M-V functional and the def2-TZVPD basis) on a cluster of 2 separate species, C3H10N3S in total at a distorted geometry.

Results
energy relative to the best compared isomer or geometry (same formula, charge and spin): 5.829 eV
charge: +1
HOMO-LUMO gap (spin up / spin down): 8.04 / 5.43 eV

Each line ends with the Mulliken charge.
Cartesian coordinates (Å):
H1 1.087 2.127 -0.297  0.208
C1 -1.628 0.928 -0.319  -0.737
H2 0.340 -2.813 -0.141  0.216
H3 -0.744 1.404 -0.658  0.115
H4 -1.334 -3.051 -0.201  0.226
H5 -2.201 1.362 -1.070  0.370
N1 -1.633 -0.462 -0.232  -0.125
H6 -1.901 1.365 0.636  0.342
S1 2.876 -0.827 -0.225  0.122
N2 -0.514 -2.361 -0.080  -0.279
C2 1.923 1.587 0.236  -0.589
H7 2.830 2.244 0.213  0.339
H8 -2.557 -0.960 0.045  0.304
N3 1.946 0.450 -0.538  -0.079
H9 2.426 -1.476 -1.193  0.182
C3 -0.494 -1.060 -0.158  0.057
H10 1.642 1.400 1.320  0.328

***

ORCA calculation (the ωB97M-V functional and the def2-TZVPD basis) on a cluster of 2 separate species, C3H10N4 in total at a distorted geometry.

Results
energy relative to the best compared isomer or geometry (same formula, charge and spin): 2.205 eV
HOMO-LUMO gap: 9.51 eV
SMILES: N=C=NN.CCN

Each line ends with the Mulliken charge.
Cartesian coordinates (Å):
N1 -2.354 -1.149 -0.595  -0.428
H1 1.701 0.185 0.029  0.243
H2 0.042 -0.308 0.598  0.090
H3 1.676 -0.154 2.478  0.345
N2 -1.392 -0.721 -1.488  -0.164
H4 -3.252 -0.697 -0.741  0.245
C1 1.231 0.743 2.054  -1.291
H5 1.533 -1.401 -2.442  0.269
H6 -2.422 -2.164 -0.528  0.224
H7 0.364 1.020 2.650  0.329
C2 0.828 0.508 0.604  0.105
H8 -0.052 1.528 -0.916  0.265
N3 0.557 -1.622 -2.538  -0.587
H9 1.950 1.558 2.100  0.339
H10 -0.440 2.101 0.547  0.230
N4 0.333 1.734 0.001  -0.653
C3 -0.304 -1.160 -1.813  0.439

***

ORCA calculation (the ωB97M-V functional and the def2-TZVPD basis) on a cluster of 2 separate species, C3H10N4O in total at a distorted geometry.

Results
energy relative to the best compared isomer or geometry (same formula, charge and spin): 7.229 eV
HOMO-LUMO gap: 9.50 eV

Each line ends with the Mulliken charge.
Cartesian coordinates (Å):
C1 -1.772 -0.056 -0.113  0.278
H1 -0.376 1.495 -0.574  0.201
H2 0.276 -2.411 -0.446  0.226
H3 2.161 -1.416 0.196  0.290
N1 0.546 1.736 -0.331  -0.469
H4 0.594 2.680 0.068  0.231
C2 1.377 -0.854 -0.315  -0.598
H5 -1.743 0.806 1.799  0.341
H6 -1.070 -0.701 -1.864  0.314
H7 1.083 0.207 1.393  0.061
N2 -1.851 -0.467 1.162  -0.659
O1 -2.511 0.677 -0.810  -0.609
N3 0.125 -1.462 -0.149  -0.202
C3 1.304 0.579 0.177  -0.241
H8 2.313 1.240 0.255  0.307
N4 -0.980 -0.964 -0.733  -0.157
H9 -0.820 -0.366 1.753  0.326
H10 1.343 -0.723 -1.468  0.360

***

ORCA calculation (the ωB97M-V functional and the def2-TZVPD basis) on the molecule C3H10N4O at a distorted geometry.

Results
energy relative to the best compared isomer or geometry (same formula, charge and spin): 6.562 eV
HOMO-LUMO gap: 9.97 eV
SMILES: CN(C)/C(=N/N)NO

Each line ends with the Mulliken charge.
Cartesian coordinates (Å):
C1 0.439 -0.226 -0.353  0.466
O1 2.398 -1.256 -0.528  -0.508
N1 2.344 1.095 0.375  -0.657
H1 -2.787 0.994 -0.122  0.247
C2 -1.608 1.161 -0.403  -0.799
H2 2.807 -0.446 -0.205  0.482
H3 -1.170 -2.222 0.332  0.291
H4 -1.421 1.823 -1.200  0.365
H5 0.685 -1.968 -0.735  0.351
N2 1.042 -1.346 0.054  -0.227
N3 0.954 0.956 -0.281  -0.437
H6 -2.740 -1.207 0.147  0.386
C3 -1.650 -1.175 0.429  -0.876
H7 1.985 1.485 1.354  0.303
N4 -0.991 -0.316 -0.646  -0.215
H8 -1.522 -1.008 1.561  0.265
H9 2.569 1.858 -0.225  0.262
H10 -1.336 1.797 0.445  0.302

***

ORCA calculation (the ωB97M-V functional and the def2-TZVPD basis) on a cluster of 2 separate species, C3H10N4O in total at a distorted geometry.

Results
energy relative to the best compared isomer or geometry (same formula, charge and spin): 0.000 eV
multiplicity: 3
charge: +2
HOMO-LUMO gap (spin up / spin down): 6.77 / 10.36 eV

Each line ends with the Mulliken charge.
Cartesian coordinates (Å):
H1 -1.525 -0.899 -1.788  0.434
H2 -1.641 0.846 1.827  0.316
N1 0.933 1.345 -1.199  -1.163
O1 0.966 -1.224 0.198  -0.282
H3 -1.715 -1.415 -0.191  0.345
C1 -1.770 1.244 0.758  -1.220
H4 2.273 0.960 0.130  0.280
H5 3.119 0.372 1.637  0.411
C2 2.049 -1.079 0.648  0.018
N2 -1.881 -0.647 -0.783  -0.134
N3 -0.078 0.942 -0.884  0.821
N4 2.812 0.286 0.652  -0.198
H6 -2.758 1.419 0.459  0.482
H7 3.618 0.095 0.137  0.363
H8 -2.886 -0.297 -0.773  0.408
H9 2.541 -1.936 1.292  0.395
C3 -1.089 0.453 -0.326  0.387
H10 -1.289 2.296 0.664  0.338

***

ORCA calculation (the ωB97M-V functional and the def2-TZVPD basis) on the molecule C3H10N4O2S at a distorted geometry.

Results
energy relative to the best compared isomer or geometry (same formula, charge and spin): 3.209 eV
HOMO-LUMO gap: 9.96 eV
SMILES: [H]/N=C/N(NC)S(=O)(=O)NC

Each line ends with the Mulliken charge.
Cartesian coordinates (Å):
O1 -1.722 -1.583 0.970  -0.625
H1 -0.330 0.645 1.688  0.240
N1 -0.833 1.515 -1.785  -0.566
H2 0.858 0.356 -2.103  0.324
H3 0.465 -2.018 1.240  0.228
O2 -2.952 -0.725 -1.026  -0.664
C1 1.153 -1.890 0.349  -0.680
C2 -0.109 0.488 -1.580  -0.032
H4 -0.308 2.098 -2.342  0.237
C3 -1.064 1.488 1.402  -0.812
H5 -0.468 2.101 0.823  0.375
H6 -2.512 1.479 -0.077  0.326
N2 0.235 -1.807 -0.820  -0.745
H7 0.784 -1.913 -1.730  0.288
H8 1.856 -0.962 0.650  0.218
H9 -1.546 1.845 2.414  0.262
N3 -2.078 0.934 0.612  -0.302
S1 -1.929 -0.590 -0.045  1.148
H10 1.738 -2.802 0.332  0.370
N4 -0.425 -0.605 -0.872  0.411

***

ORCA calculation (the ωB97M-V functional and the def2-TZVPD basis) on the molecule C3H10N4S at a distorted geometry.

Results
energy relative to the best compared isomer or geometry (same formula, charge and spin): 1.997 eV
HOMO-LUMO gap: 8.51 eV
SMILES: CCN/C(=N\S)NN

Each line ends with the Mulliken charge.
Cartesian coordinates (Å):
H1 1.245 0.449 1.400  0.352
S1 -2.048 -1.155 0.182  -0.164
C1 0.040 1.988 0.300  -0.272
H2 -1.263 2.972 -1.318  0.336
H3 -0.084 2.407 1.324  0.341
H4 -1.708 -0.461 1.343  0.146
N1 0.356 0.627 0.816  -0.234
H5 -2.095 1.888 0.007  0.190
N2 1.749 -0.710 -0.554  -0.141
N3 -0.442 -1.245 -0.475  -0.556
H6 1.876 -1.486 -1.250  0.242
H7 -0.900 1.202 -1.364  0.263
C2 -1.169 2.070 -0.667  -0.822
H8 3.395 -1.194 0.677  0.222
C3 0.420 -0.345 -0.143  0.225
N4 2.918 -0.388 0.232  -0.570
H9 3.508 0.130 -0.494  0.245
H10 0.984 2.310 -0.308  0.198

***

ORCA calculation (the ωB97M-V functional and the def2-TZVPD basis) on a cluster of 2 separate species, C3H10N5 in total at a distorted geometry.

Results
energy relative to the best compared isomer or geometry (same formula, charge and spin): 3.870 eV
charge: +1
HOMO-LUMO gap: 9.35 eV

Each line ends with the Mulliken charge.
Cartesian coordinates (Å):
C1 -0.188 -0.160 1.576  -0.109
N1 1.305 -1.642 0.472  -0.163
H1 -0.491 -2.092 -1.938  0.224
H2 -1.154 0.876 2.885  0.281
H3 0.546 -1.632 -0.314  0.387
C2 1.035 -0.486 1.221  -0.525
H4 2.255 -1.528 0.110  0.337
H5 -1.530 2.904 -1.691  0.285
N2 -0.522 1.057 2.086  -0.461
H6 0.371 1.493 2.290  0.235
N3 -0.988 2.239 -2.418  -0.592
N4 -0.812 1.090 -1.801  0.222
H7 1.172 -2.541 1.034  0.387
H8 -1.015 -0.925 1.531  0.319
N5 -0.228 -1.168 -1.523  -0.650
C3 -0.778 -0.085 -1.746  0.339
H9 -0.843 2.485 -3.373  0.218
H10 1.863 0.115 1.601  0.266

***

ORCA calculation (the ωB97M-V functional and the def2-TZVPD basis) on a cluster of 2 separate species, C3H10N5 in total at a distorted geometry.

Results
energy relative to the best compared isomer or geometry (same formula, charge and spin): 4.679 eV
charge: +1
HOMO-LUMO gap: 10.03 eV

Each line ends with the Mulliken charge.
Cartesian coordinates (Å):
H1 -2.591 -0.657 0.760  0.424
H2 -2.119 2.752 -0.558  0.259
H3 1.527 1.668 -0.321  0.324
N1 -0.886 1.052 -0.176  -0.511
N2 -0.762 -0.343 -0.006  0.244
N3 0.988 -1.879 -0.072  -0.422
H4 2.928 0.736 1.225  0.277
H5 3.151 -0.627 0.343  0.225
C1 -2.029 1.631 -0.371  -0.162
H6 1.864 -2.226 -0.124  0.197
H7 2.053 0.478 -1.529  0.320
N4 1.821 0.682 -0.526  -0.348
H8 -2.305 -1.593 -0.677  0.323
H9 -1.393 -2.008 0.754  0.426
H10 -2.904 1.018 -0.317  0.204
C2 -1.860 -1.223 0.220  -1.101
N5 3.042 0.343 0.294  -0.480
C3 0.430 -0.814 -0.156  0.802

***

Question: Which value of energy relative to the best compared isomer or geometry (same formula, charge and spin) does entry 8 give?
Answer: 1.997 eV

***

Question: energy relative to the best compared isomer or geometry (same formula, charge and spin) of number 8 (C3H10N4S)?
Answer: 1.997 eV

***

Question: Which formula does entry 9 have?
Answer: C3H10N5